[1]
# C4H9NOS

The molecule C4H9NOS (ωB97M-V/def2-TZVPD, OMol25).

Summary:
Net charge: 0
Relative energy (zero: lowest compared OMol25 entry of this formula, charge and spin), eV: 0.819
Orbital gap, eV: 9.90
SMILES: CC(=O)NCCS

Element x y z (Å)
1 C -1.605 -1.055 1.995
2 C -1.062 -0.662 0.615
3 O -1.725 -0.915 -0.372
4 N 0.257 -0.270 0.557
5 C 0.866 -0.025 -0.759
6 C 0.806 1.483 -1.087
7 S 1.409 1.961 -2.721
8 H -1.198 -0.503 2.834
9 H -1.261 -2.092 2.077
10 H -2.685 -0.997 1.917
11 H 0.844 -0.816 1.162
12 H 0.163 -0.424 -1.487
13 H 1.842 -0.494 -0.710
14 H -0.243 1.779 -1.011
15 H 1.222 2.015 -0.218
16 H 2.371 1.017 -2.791

And the natural (NBO) charges, in e, turn out to be: number 1, C, carries -0.709; number 2, C, carries 0.687; number 3, O, carries -0.604; number 4, N, carries -0.644; number 5, C, carries -0.245; number 6, C, carries -0.536; number 7, S, carries -0.017; number 8, H, carries 0.221; number 9, H, carries 0.230; number 10, H, carries 0.246; number 11, H, carries 0.389; number 12, H, carries 0.232; number 13, H, carries 0.198; number 14, H, carries 0.227; number 15, H, carries 0.208; number 16, H, carries 0.117

---

[2]
# C4H9NOS

The molecule C4H9NOS (ωB97M-V/def2-TZVPD, OMol25).

Summary:
Net charge: 0
Relative energy (zero: lowest compared OMol25 entry of this formula, charge and spin), eV: 0.864
Orbital gap, eV: 10.12
SMILES: O=CNCCCS

Element x y z (Å)
1 O 1.695 3.420 -0.050
2 C 1.465 2.282 0.295
3 N 0.756 1.409 -0.472
4 C 0.843 -0.010 -0.253
5 C -0.156 -0.828 -1.063
6 C -1.499 -1.011 -0.373
7 S -1.430 -2.142 1.049
8 H 1.788 1.857 1.256
9 H 0.607 1.762 -1.408
10 H 1.839 -0.382 -0.571
11 H 0.927 -0.320 0.768
12 H -0.317 -0.278 -1.982
13 H 0.286 -1.767 -1.400
14 H -1.803 -0.030 -0.017
15 H -2.272 -1.386 -1.037
16 H -0.602 -3.045 0.521

And the natural (NBO) charges, in e, turn out to be: number 1, O, carries -0.596; number 2, C, carries 0.536; number 3, N, carries -0.625; number 4, C, carries -0.236; number 5, C, carries -0.408; number 6, C, carries -0.513; number 7, S, carries -0.044; number 8, H, carries 0.108; number 9, H, carries 0.399; number 10, H, carries 0.177; number 11, H, carries 0.222; number 12, H, carries 0.208; number 13, H, carries 0.213; number 14, H, carries 0.227; number 15, H, carries 0.218; number 16, H, carries 0.113